# C24H29ClN2O6S

An isolated molecule of C24H29ClN2O6S at a distorted geometry (ωB97M-V/def2-TZVPD, the Open Molecules 2025 dataset).

Properties
- HOMO: -8.82 eV
- DFT total energy: -63981.0697 eV
- Structure (SMILES): CSCC[C@@H](NC(=O)c1ccc([N+](=O)[O-])cc1Cl)C(=O)OCC(=O)[C@]12C[C@H]3C[C@H](C[C@H](C3)C1)C2
- M: 509.02 g mol⁻¹
- Total charge: 0
- E_LUMO: -0.67 eV
- Maximum force: 1.328 eV/Å

The geometry in XYZ format:
```
63
Properties=species:S:1:pos:R:3:lowdin_charge:R:1
C -4.96 0.12 1.38 -0.365
S -4.10 1.09 2.65 0.865
C -3.76 -0.19 3.90 -0.451
C -2.68 -1.17 3.46 -0.183
C -1.41 -0.41 3.06 -0.225
N -0.27 -1.29 2.90 0.142
C 0.83 -1.19 3.68 -0.471
O 0.90 -0.49 4.67 0.080
C 1.97 -2.05 3.20 -0.137
C 2.47 -1.86 1.92 0.009
C 3.56 -2.58 1.48 0.024
C 4.14 -3.51 2.33 -0.141
N 5.28 -4.28 1.87 -0.362
O 5.67 -4.08 0.75 0.086
O 5.76 -5.08 2.65 0.088
C 3.66 -3.72 3.61 -0.009
C 2.57 -2.98 4.05 -0.580
Cl 1.95 -3.25 5.63 0.757
C -1.58 0.26 1.70 -0.539
O -2.01 -0.31 0.73 0.082
O -1.02 1.47 1.67 0.018
C -0.86 2.03 0.38 -0.066
C 0.11 1.18 -0.43 -0.295
O 0.76 0.31 0.11 0.115
C 0.18 1.45 -1.92 -0.359
C -0.95 0.63 -2.56 -0.069
C -0.91 0.79 -4.08 -0.286
C -1.08 2.27 -4.44 -0.116
C 0.05 3.08 -3.81 -0.287
C 1.39 2.59 -4.34 -0.118
C 1.56 1.11 -3.98 -0.288
C 0.44 0.30 -4.61 -0.116
C 1.52 0.95 -2.47 -0.082
C 0.00 2.93 -2.28 -0.086
H -5.68 -0.53 1.86 0.038
H -5.46 0.82 0.73 0.031
H -4.23 -0.46 0.81 0.019
H -3.45 0.36 4.78 0.079
H -4.70 -0.71 4.11 0.077
H -2.44 -1.84 4.29 0.125
H -3.01 -1.76 2.61 0.117
H -1.14 0.34 3.81 0.160
H -0.24 -1.84 2.06 0.157
H 2.01 -1.12 1.27 0.097
H 3.97 -2.44 0.49 0.122
H 4.13 -4.45 4.25 0.120
H -1.83 2.08 -0.12 0.139
H -0.46 3.03 0.54 0.149
H -1.92 0.96 -2.18 0.128
H -0.84 -0.43 -2.29 0.137
H -1.72 0.21 -4.52 0.143
H -1.07 2.39 -5.52 0.121
H -2.05 2.63 -4.07 0.121
H -0.08 4.14 -4.06 0.142
H 1.43 2.72 -5.42 0.121
H 2.20 3.18 -3.90 0.121
H 2.53 0.76 -4.36 0.142
H 0.46 0.40 -5.70 0.121
H 0.56 -0.76 -4.37 0.122
H 2.34 1.52 -2.00 0.134
H 1.66 -0.10 -2.20 0.127
H -0.96 3.30 -1.92 0.122
H 0.79 3.52 -1.83 0.134
```